No. 1
A 3-piece molecular cluster, C3H13NO2S overall, computed with ωB97M-V with the def2-TZVPD basis set.

Results
Gap between HOMO and LUMO = 0.3686 Eh
E_HOMO = -9.25 eV
Structure (SMILES) = NCCCS.O.O
LUMO energy = 0.777 eV
Energy above the lowest of the compared OMol25 structures with the same formula, charge and spin = 4.7 kcal/mol

ORCA input file:
```
! RIJCOSX wB97M-V def2-TZVPD def2/J DEFGRID3
* xyz 0 1
O -2.29364 1.97921 0.32075
H -1.83961 0.07985 2.85164
C 0.30418 -0.08536 -0.97143
H -2.25245 1.27497 -0.34697
H 0.59587 1.67600 0.97641
H -1.69494 1.28008 1.87279
O -1.33479 0.87988 2.69404
H 1.45364 -1.51916 -2.15343
S 0.61626 -2.80900 -0.30664
C 1.23140 -1.28749 -1.11240
H 1.00166 1.71613 -1.95084
H -0.21093 -0.13313 -0.00728
H 1.08207 2.98849 0.17284
H -0.39589 -0.11012 -1.79741
H 2.19730 -1.13746 -0.64591
C 1.07626 1.25137 -0.95802
N 0.54147 2.13606 0.07169
H -1.45304 2.45688 0.22193
H 2.14533 1.09449 -0.83016
H 0.00432 -3.37073 -1.35136
*
```

Mulliken atomic charge list, values in e, 6 entries: -0.770 0.293 -0.144 0.318 0.202 0.398


No. 2
C4H5O6Sn as an isolated structure, computed with ωB97M-V with the def2-TZVPD basis set.

Results
Gap between HOMO and LUMO (alpha / beta) = 0.2079 / 0.1187 Eh
E_HOMO (alpha / beta) = -16.63 / -16.43 eV
⟨S²⟩ = 0.757
LUMO energy (alpha / beta) = -10.976 / -13.205 eV

ORCA input file:
```
! RIJCOSX wB97M-V def2-TZVPD def2/J DEFGRID3
* xyz 2 2
H -1.29211 0.89830 -0.37537
C -0.32869 0.67931 0.11679
Sn 3.32368 3.85137 -1.51469
O 0.18292 -3.44972 0.12231
C 0.67603 3.15384 -0.50439
H 0.20789 -1.01072 -1.12130
H 1.01750 -0.97299 0.47640
C 0.07997 -0.77209 -0.05764
O -0.31687 3.67536 0.00843
O -0.97130 -1.55152 0.49568
H -1.73137 -4.37515 1.14062
H -0.43139 0.95390 1.17942
C -0.79281 -2.86498 0.52260
O 1.57196 3.70746 -1.10187
O 0.66062 1.49653 -0.47173
O -1.85603 -3.41889 1.08475
*
```

Mulliken atomic charge list, values in e, 6 entries: 0.403 -0.142 1.255 -0.485 0.817 0.388


No. 3
A 2-piece molecular cluster, C5H2ClIOS overall, computed with ωB97M-V with the def2-TZVPD basis set.

Results
Gap between HOMO and LUMO (alpha / beta) = 0.2610 / 0.2512 Eh
E_HOMO (alpha / beta) = -8.84 / -8.68 eV
LUMO energy (alpha / beta) = -1.735 / -1.848 eV
Energy above the lowest of the compared OMol25 structures with the same formula, charge and spin = 72.3 kcal/mol

ORCA input file:
```
! RIJCOSX wB97M-V def2-TZVPD def2/J DEFGRID3
* xyz 0 1
I 3.68946 -0.00849 1.25987
C 0.29563 -0.14722 -0.42726
C -0.42010 0.82310 0.20803
Cl 0.24688 2.35659 0.69521
C 2.91406 -0.27232 -0.67706
O 3.40289 -0.51503 -1.69758
S -0.54938 -1.56560 -0.61382
H -2.73484 0.90865 0.61679
C -2.03205 -0.81639 0.02019
H -3.02869 -1.25578 0.21402
C -1.78387 0.49249 0.40162
*
```

Mulliken atomic charge list, values in e, 6 entries: 0.189 0.097 0.125 -0.203 0.246 -0.278


Summary of strongest force on any atom in eV Å⁻¹
1.04, 11.78, 3.25
(order as listed above)